[1]
14
Properties=species:S:1:pos:R:3:nbo_charge:R:1 method="wB97M-V/def2-TZVPD" relative_energy_kcal_mol=125.5 e_homo_ev="-9.89 / -8.40"
C 0.77 0.09 0.51 -0.041
C -0.44 -0.30 -0.39 -0.232
C 1.64 1.26 0.32 -0.699
C -1.13 -1.66 -0.05 -0.623
N -1.53 0.69 -0.12 0.110
F -1.29 1.77 -0.98 -0.273
H 0.66 -0.21 1.53 0.175
H -0.39 -0.18 -1.51 0.215
H 1.05 2.20 0.23 0.249
H 2.22 1.24 -0.74 0.213
H 2.45 1.18 1.04 0.231
H -0.68 -2.27 0.94 0.217
H -1.16 -2.35 -0.98 0.227
H -2.16 -1.45 0.20 0.231



[2]
13
Properties=species:S:1:pos:R:3:nbo_charge:R:1 method="wB97M-V/def2-TZVPD" relative_energy_kcal_mol=42.0 e_homo_ev=-11.16
H -3.36 -0.46 0.03 0.354
N -2.73 0.33 -0.12 -0.558
C -1.55 -0.11 -0.29 0.464
C -1.26 -1.55 -0.26 0.165
N -1.14 -2.70 -0.24 -0.265
O -0.53 0.72 -0.57 -0.495
C 0.57 0.67 0.35 -0.067
C 1.88 0.74 -0.41 -0.629
H 0.46 1.49 1.07 0.192
H 0.52 -0.27 0.91 0.180
H 1.87 1.61 -1.06 0.222
H 2.72 0.82 0.29 0.220
H 2.02 -0.16 -1.01 0.218



[3]
23
Properties=species:S:1:pos:R:3:nbo_charge:R:1 method="wB97M-V/def2-TZVPD" e_homo_ev="-10.26 / -7.74"
C -1.77 0.90 -1.47 -0.616
C -0.48 0.53 -0.71 -0.415
C 0.98 -0.87 0.76 -0.530
C -1.41 -0.41 1.55 -0.062
C -0.53 -0.62 0.32 -0.213
C 1.68 -1.63 -0.35 0.233
N 2.70 1.46 -1.36 -0.457
O -0.96 0.31 2.61 -0.699
F 2.59 -2.49 0.16 -0.354
Cl 3.06 1.56 0.29 0.159
H -2.44 -0.04 -1.60 0.208
H -2.36 1.76 -1.17 0.212
H -1.51 1.12 -2.47 0.211
H 0.09 0.09 -1.50 0.198
H 0.13 1.31 -0.36 0.185
H 1.40 0.17 0.78 0.225
H 1.15 -1.51 1.69 0.251
H -2.39 -0.25 1.26 0.161
H -1.43 -1.40 2.02 0.166
H -1.01 -1.44 -0.16 0.207
H 1.97 -1.39 -1.39 0.162
H 1.71 1.62 -1.39 0.306
H -1.17 1.23 2.49 0.463



[4]
18
Properties=species:S:1:pos:R:3:nbo_charge:R:1 method="wB97M-V/def2-TZVPD" smiles="C=[N+](C)/C(C)=N/C" total_charge=+1 relative_energy_kcal_mol=55.3 e_homo_ev=-14.82
C -2.05 0.66 -0.68 0.143
N -1.20 0.27 0.19 -0.257
C -1.59 -0.16 1.52 -0.425
C 0.16 -0.05 -0.24 0.402
C 1.01 -1.05 0.48 -0.721
N 0.42 0.74 -1.19 -0.345
C 1.78 0.63 -1.61 -0.470
H -3.01 1.07 -0.40 0.222
H -1.79 0.87 -1.71 0.253
H -1.54 -1.30 1.51 0.249
H -0.86 0.38 2.07 0.234
H -2.53 0.26 1.85 0.251
H 1.61 -1.56 -0.22 0.271
H 0.33 -1.67 1.26 0.252
H 1.81 -0.60 1.09 0.276
H 1.97 -0.24 -2.19 0.224
H 2.46 0.75 -0.78 0.210
H 1.89 1.51 -2.27 0.232



[5]
32
Properties=species:S:1:pos:R:3:nbo_charge:R:1 method="wB97M-V/def2-TZVPD" smiles=CC(C)C(C)C.CC(C)O relative_energy_kcal_mol=0.0 e_homo_ev=-10.25
C 0.66 -0.95 -0.50 -0.614
C 1.54 0.20 0.09 -0.213
C 1.18 1.64 -0.33 -0.609
C 3.06 -0.06 -0.08 -0.200
C 3.40 -1.54 0.03 -0.609
C 3.88 0.81 0.89 -0.602
H 0.97 -1.31 -1.47 0.198
H -0.39 -0.65 -0.62 0.213
H 0.63 -1.79 0.21 0.209
H 1.35 0.13 1.17 0.190
H 0.12 1.81 -0.50 0.209
H 1.71 1.96 -1.23 0.201
H 1.45 2.32 0.49 0.210
H 3.35 0.24 -1.13 0.185
H 2.79 -2.13 -0.63 0.210
H 4.42 -1.79 -0.25 0.208
H 3.23 -1.89 1.05 0.197
H 3.60 0.60 1.92 0.199
H 4.91 0.64 0.79 0.207
H 3.64 1.85 0.65 0.207
C -2.84 0.54 -0.86 -0.625
C -3.79 0.37 0.33 0.092
C -4.93 -0.54 -0.02 -0.639
O -3.10 -0.10 1.50 -0.717
H -2.33 -0.42 -1.02 0.200
H -3.34 0.82 -1.79 0.211
H -2.08 1.30 -0.67 0.213
H -4.10 1.38 0.63 0.167
H -4.52 -1.53 -0.25 0.199
H -5.57 -0.67 0.85 0.214
H -5.55 -0.18 -0.86 0.224
H -3.33 -1.04 1.60 0.462



[6]
8
Properties=species:S:1:pos:R:3:nbo_charge:R:1 method="wB97M-V/def2-TZVPD" total_charge=+1 relative_energy_kcal_mol=34.6 e_homo_ev="-15.83 / -15.83"
C 0.31 2.25 -0.14 0.463
C -0.83 0.22 0.28 -0.153
C 0.32 0.32 -0.78 0.089
N -0.55 2.60 0.55 -0.267
N 0.95 1.39 -0.87 -0.380
I -2.80 -0.03 -0.06 0.686
H -0.56 -0.10 1.28 0.258
H 0.76 -0.44 -1.60 0.306



[7]
7
Properties=species:S:1:pos:R:3:nbo_charge:R:1 method="wB97M-V/def2-TZVPD" smiles="N/N=N/N=O" relative_energy_kcal_mol=117.9 e_homo_ev="-7.83 / -7.99"
N 0.03 0.56 -0.25 -0.585
N -1.15 0.89 0.12 -0.197
N -2.13 -0.09 -0.13 -0.029
N -3.26 -0.17 0.06 0.398
O -4.42 0.07 0.00 -0.323
H 0.85 0.63 0.43 0.379
H 0.13 0.22 -1.18 0.356



[8]
15
Properties=species:S:1:pos:R:3:nbo_charge:R:1 method="wB97M-V/def2-TZVPD" smiles="O=C(O)CCO.O" relative_energy_kcal_mol=40.9 e_homo_ev=-10.61
O -0.06 -1.46 1.60 -0.573
C -1.05 -1.21 1.01 0.779
O -2.23 -1.30 1.72 -0.708
C -1.09 -0.83 -0.37 -0.562
C -0.56 -2.01 -1.29 -0.042
O 0.84 -1.96 -1.36 -0.710
H -1.98 -0.63 2.42 0.492
H -0.49 0.07 -0.39 0.250
H -2.06 -0.50 -0.70 0.232
H -0.80 -1.90 -2.35 0.192
H -1.09 -2.91 -0.95 0.170
H 1.24 -2.30 -0.53 0.481
O 2.99 6.09 0.26 -0.928
H 3.81 5.52 0.04 0.466
H 2.52 5.32 0.88 0.462



[9]
28
Properties=species:S:1:pos:R:3:lowdin_charge:R:1 method="wB97M-V/def2-TZVPD" total_charge=-3 relative_energy_kcal_mol=109.2 e_homo_ev=0.56
Hf 14.14 -10.52 -20.34 2.130
Cu 11.59 -9.00 -22.61 0.507
Cu 10.64 -10.41 -18.30 0.514
S 13.20 -6.95 -20.84 0.120
O 14.33 -6.12 -21.11 -0.367
O 12.69 -6.58 -19.53 -0.355
O 12.20 -6.84 -21.83 -0.311
O 13.72 -8.31 -20.85 -0.468
S 13.04 -12.57 -17.53 0.238
O 13.33 -11.99 -18.89 -0.536
O 12.89 -14.01 -17.67 -0.370
O 14.18 -12.26 -16.66 -0.410
O 11.85 -11.89 -17.00 -0.373
S 14.85 -10.35 -23.29 0.194
O 15.55 -10.60 -22.06 -0.456
O 15.16 -9.06 -23.91 -0.311
O 14.98 -11.48 -24.19 -0.332
O 13.56 -10.32 -22.65 -0.445
S 9.30 -8.07 -19.82 0.135
O 10.37 -7.59 -18.99 -0.356
O 8.86 -9.28 -19.17 -0.409
O 8.21 -7.10 -19.85 -0.393
O 9.72 -8.44 -21.15 -0.376
O 11.86 -10.36 -20.46 -0.387
H 11.12 -9.72 -20.53 -0.055
O 8.29 -11.25 -20.75 -0.087
H 8.64 -11.44 -21.62 0.010
H 8.77 -10.47 -20.46 -0.054



no.,maximum force (Eh/bohr)
1,0.06910
2,0.02222
3,0.07439
4,0.07142
5,0.04359
6,0.07124
7,0.05652
8,0.10348
9,0.18535